Entry 1:
A gas-phase ion, H2N2O4P (charge -1). Source: OMol25; level of theory: ωB97M-V with the def2-TZVPD basis set.

Calculated values
- calculated total energy (eV) = -20488.396
- net charge = -1

XYZ file:
```
9
Properties=species:S:1:pos:R:3:forces:R:3:nbo_charge:R:1
N -0.230 -0.559 -0.083 0.2 -0.6 -1.4 -0.722
N -2.681 0.777 -1.047 -0.3 1.3 0.3 0.281
O -2.658 -1.512 0.467 -0.8 -0.2 2.4 -1.123
O -2.093 1.781 -0.672 0.2 0.0 0.1 -0.449
O -3.713 0.855 -1.699 -0.2 -0.3 -0.2 -0.457
O 1.094 0.197 -0.119 -1.8 0.5 -0.4 -0.625
P -2.060 -1.030 -0.760 3.0 0.1 -3.3 1.343
H 0.997 1.182 -0.285 -0.7 -1.6 0.2 0.441
H -0.673 -0.444 0.786 0.4 0.8 2.3 0.312
```
Forces are in eV/Å.

Entry 2:
3 unconnected molecules or ions with the total composition C2H10NO2. Source: OMol25; level of theory: ωB97M-V with the def2-TZVPD basis set.

Calculated values
- calculated total energy (eV) = -7814.370
- net charge = +1

XYZ file:
```
15
Properties=species:S:1:pos:R:3:forces:R:3:nbo_charge:R:1
C 1.481 0.043 0.083 0.5 -0.4 -0.2 -0.069
C 1.761 0.101 -1.213 -0.5 -0.7 1.6 -0.348
N 0.089 -0.072 0.583 1.6 0.4 -1.3 -0.724
H 2.194 0.082 0.892 0.2 0.2 -0.1 0.225
H 2.808 0.168 -1.460 -0.1 0.2 -0.5 0.252
H 0.945 -0.088 -1.899 0.4 0.3 -0.5 0.227
H 0.023 -0.650 1.417 -0.1 0.3 0.2 0.440
H -0.135 0.928 0.735 -1.2 -0.7 0.7 0.483
H -0.437 -0.522 -0.168 -0.7 -0.1 -0.1 0.468
H -0.978 -2.738 -1.878 0.1 -0.6 -0.4 0.501
H -2.181 -1.991 -1.278 0.0 -0.2 -0.2 0.495
O -1.227 -1.960 -1.395 0.0 1.0 0.7 -0.980
H -1.555 2.748 1.256 -0.1 0.0 0.3 0.501
H -1.388 2.053 2.637 -0.1 0.2 0.0 0.503
O -1.399 1.899 1.688 0.2 0.1 -0.3 -0.974
```
Forces are in eV/Å.

Entry 3:
7 unconnected molecules or ions with the total composition C6H28N2O6. Source: OMol25; level of theory: ωB97M-V with the def2-TZVPD basis set.

Calculated values
- SMILES = CNCCNC(C)C.O.O.O.O.O.O
- calculated total energy (eV) = -21939.801
- net charge = 0

XYZ file:
```
42
Properties=species:S:1:pos:R:3:forces:R:3:nbo_charge:R:1
C -3.042 -0.711 -1.851 -2.2 0.6 3.5 -0.440
N -1.757 -0.317 -1.236 -1.1 0.7 0.8 -0.643
C -1.722 1.192 -1.294 0.3 -1.0 -0.7 -0.234
C -0.590 1.693 -0.376 0.1 0.3 0.3 -0.232
N -0.856 1.401 1.081 1.3 -1.3 -2.2 -0.684
C 0.230 1.824 1.940 0.7 -0.4 1.0 -0.036
C 0.705 3.306 1.782 -1.6 -0.5 0.5 -0.643
C -0.145 1.474 3.471 -1.9 0.3 -1.8 -0.633
H -3.285 -0.087 -2.648 0.3 0.5 -2.1 0.202
H -3.939 -0.332 -1.171 1.4 -0.9 -0.7 0.162
H -3.285 -1.766 -2.018 0.7 0.1 -0.1 0.211
H -1.800 -0.550 -0.217 0.0 0.1 -1.2 0.363
H -1.618 1.401 -2.412 0.4 0.2 1.6 0.212
H -2.701 1.642 -1.009 0.4 -0.3 0.1 0.171
H 0.358 1.154 -0.703 -1.4 0.7 0.5 0.190
H -0.460 2.805 -0.438 0.0 -1.0 -0.6 0.196
H -1.761 1.679 1.332 -1.3 0.9 0.6 0.367
H 1.103 1.169 1.647 -0.7 0.5 0.4 0.184
H -0.142 3.917 2.283 1.7 -0.4 -0.9 0.203
H 1.611 3.246 2.391 0.0 1.0 -0.2 0.227
H 0.895 3.639 0.709 -0.1 -0.4 1.6 0.219
H -1.104 2.079 3.764 2.3 -0.2 0.1 0.204
H -0.633 0.498 3.477 0.5 -0.4 -0.2 0.225
H 0.722 1.361 4.140 -0.6 0.9 -0.1 0.236
O 0.191 -3.241 0.151 -4.2 -2.7 -1.7 -0.977
H 0.995 -2.856 0.288 4.4 2.1 0.3 0.482
H 0.152 -3.803 0.916 -0.6 -0.7 0.5 0.482
O 2.786 1.408 -0.709 1.2 0.5 -0.8 -0.916
H 1.930 1.349 -0.344 -1.1 -0.1 1.4 0.447
H 2.521 1.318 -1.628 0.5 -0.2 -0.5 0.469
O -0.328 -1.414 1.833 -0.8 1.1 -2.7 -1.000
H -0.683 -0.503 1.663 0.3 -0.2 0.8 0.481
H -0.353 -1.692 0.844 -0.1 -0.4 2.4 0.480
O 2.106 -1.702 0.574 1.1 -0.2 -0.3 -0.981
H 1.405 -1.242 1.023 -0.4 0.5 0.9 0.478
H 2.067 -1.367 -0.341 0.3 0.3 -0.2 0.497
O 1.842 -0.899 -1.981 -1.6 0.3 0.4 -1.017
H 2.640 -1.162 -2.412 0.4 -0.5 -0.7 0.484
H 1.010 -1.383 -2.304 1.2 0.4 -0.2 0.518
O -0.207 -2.362 -2.781 0.1 -2.1 2.2 -0.953
H -1.079 -2.080 -2.467 0.2 0.6 -0.3 0.493
H 0.001 -3.009 -2.004 -0.3 1.2 -1.8 0.506
```
Forces are in eV/Å.

Entry 4:
A single C5H10N2 molecule. Source: OMol25; level of theory: ωB97M-V with the def2-TZVPD basis set.

Calculated values
- SMILES = C=N/C=C/CCN
- calculated total energy (eV) = -8325.305
- net charge = 0

XYZ file:
```
17
Properties=species:S:1:pos:R:3:forces:R:3:nbo_charge:R:1
C 1.674 2.448 -2.277 -0.6 0.4 -0.5 -0.037
N 1.544 1.857 -1.176 1.1 -1.1 0.4 -0.409
C 0.439 1.019 -0.977 -0.9 1.1 0.2 -0.056
C 0.284 0.139 0.004 -0.7 -1.3 -0.3 -0.168
C -1.024 -0.655 0.187 -0.1 0.9 -0.2 -0.466
C -1.227 -1.432 1.513 -0.9 -0.6 0.0 -0.227
N -0.078 -1.763 2.355 0.5 -0.3 -0.9 -0.804
H 0.887 2.439 -3.054 0.2 -0.2 0.1 0.134
H 2.552 3.051 -2.490 0.0 0.0 0.2 0.175
H -0.418 1.250 -1.608 -0.2 0.0 -0.1 0.156
H 1.137 -0.276 0.510 0.4 0.5 0.5 0.195
H -1.149 -1.257 -0.718 0.1 -0.4 0.3 0.218
H -1.882 0.033 0.159 0.4 0.1 -0.3 0.218
H -1.770 -2.364 1.315 0.5 -0.2 -0.4 0.195
H -2.041 -0.979 2.099 0.8 0.7 0.2 0.188
H 0.615 -1.033 2.297 -0.2 0.8 0.5 0.345
H 0.457 -2.478 1.859 -0.4 -0.4 0.3 0.342
```
Forces are in eV/Å.

Entry 5:
A molecular structure, C3H5NO2. Source: OMol25; level of theory: ωB97M-V with the def2-TZVPD basis set.

Calculated values
- calculated total energy (eV) = -8775.854
- net charge = 0

XYZ file:
```
11
Properties=species:S:1:pos:R:3:forces:R:3:nbo_charge:R:1
O -0.523 0.917 1.480 0.2 0.1 0.1 -0.692
C -0.194 -0.185 0.686 0.0 -0.3 -0.1 -0.004
C -1.162 -0.448 -0.471 -0.3 -0.1 0.1 -0.081
O -0.070 -0.318 -1.429 0.1 0.0 -0.1 -0.493
C 0.802 0.041 -0.434 0.5 0.2 0.1 0.542
N 1.989 0.444 -0.466 -0.4 -0.2 -0.1 -0.686
H 0.293 1.204 1.910 -0.1 0.1 0.0 0.484
H 0.047 -1.073 1.286 -0.1 0.1 -0.1 0.183
H -1.623 -1.436 -0.530 0.1 0.1 0.0 0.190
H -1.898 0.347 -0.610 0.1 -0.1 0.0 0.199
H 2.337 0.507 -1.423 0.0 0.0 0.1 0.357
```
Forces are in eV/Å.

Entry 6:
A molecular structure, C39H62BN9O3PdS. Source: OMol25; level of theory: ωB97M-V with the def2-TZVPD basis set.

Calculated values
- calculated total energy (eV) = -75996.891
- net charge = -2

XYZ file:
```
116
Properties=species:S:1:pos:R:3:forces:R:3:lowdin_charge:R:1
Pd -0.382 0.629 -0.254 -0.7 -0.6 0.2 0.260
C -4.147 -1.270 -0.373 0.0 -0.1 0.0 -0.072
C -2.957 -1.682 -1.255 0.0 0.3 0.1 -0.359
C -2.448 -0.464 -2.024 -0.1 -0.2 0.1 -0.086
C -1.918 -2.327 -0.369 0.1 -0.3 0.1 -0.269
C -2.001 -3.623 0.175 0.0 0.0 0.0 0.010
C -0.941 -3.732 1.054 -0.3 0.0 -0.1 -0.222
C -0.781 -4.880 2.022 0.2 0.1 0.2 -0.350
C 0.494 -5.718 1.910 -0.1 0.0 0.0 -0.067
C -0.977 -4.386 3.460 0.0 0.0 -0.1 -0.057
N -0.259 -2.555 1.001 0.2 -0.2 0.3 0.041
N -0.863 -1.711 0.138 -0.1 0.2 -0.4 0.097
B 1.015 -2.108 1.789 -0.2 0.3 -0.3 -0.482
N 2.049 -1.442 0.836 0.0 -0.4 0.1 0.048
N 1.894 -0.145 0.492 0.1 0.6 0.0 0.097
C 2.855 0.169 -0.362 0.1 -0.2 0.1 -0.298
C 3.676 -0.952 -0.573 -0.1 -0.1 0.0 0.006
C 3.121 -1.966 0.180 0.4 0.2 -0.1 -0.221
C 3.614 -3.386 0.141 -0.2 -0.2 0.1 -0.347
C 4.026 -3.973 1.493 0.0 0.0 -0.1 -0.070
C 2.610 -4.281 -0.596 0.1 0.0 0.0 -0.048
C 3.000 1.510 -1.029 -0.1 0.2 0.2 -0.370
C 1.812 2.432 -0.770 0.2 -0.3 -0.1 -0.099
C 4.316 2.171 -0.602 -0.1 0.0 -0.1 -0.082
N 0.584 -1.089 2.904 0.0 -0.3 0.2 0.053
N -0.351 -0.184 2.568 -0.3 0.2 -0.2 0.117
C -0.606 0.557 3.629 0.1 -0.2 0.3 -0.290
C 0.168 0.112 4.710 0.2 0.0 -0.1 0.005
C 0.919 -0.947 4.211 -0.1 0.4 0.4 -0.202
C 1.878 -1.714 5.099 0.0 -0.2 -0.1 -0.348
C 1.098 -2.454 6.198 0.1 0.1 0.0 -0.070
C 2.852 -2.675 4.426 -0.1 0.2 0.1 -0.082
C -1.613 1.677 3.586 0.1 -0.1 -0.5 -0.290
C -1.037 2.882 2.792 -0.1 -0.2 0.2 -0.149
C -2.920 1.172 2.969 0.1 0.1 0.1 -0.061
H -4.932 -0.812 -0.979 0.0 0.0 0.0 0.068
H -3.806 -0.538 0.362 0.0 0.0 0.0 0.065
H -4.569 -2.125 0.161 0.0 0.0 0.0 0.067
H -3.301 -2.449 -1.957 0.0 0.0 0.0 0.129
H -1.861 0.186 -1.316 -0.6 -0.2 -0.7 0.004
H -3.285 0.118 -2.419 0.0 0.0 0.0 0.074
H -1.821 -0.756 -2.863 0.1 0.1 0.0 0.064
H -2.748 -4.374 -0.034 0.0 0.0 0.1 0.101
H -1.611 -5.550 1.781 0.0 0.0 0.0 0.125
H 1.375 -5.140 2.185 0.0 0.0 0.0 0.044
H 0.627 -6.096 0.897 0.1 0.0 0.0 0.075
H 0.429 -6.574 2.589 0.0 0.0 0.0 0.073
H -0.204 -3.660 3.708 0.0 0.0 0.1 0.046
H -0.921 -5.219 4.168 0.0 0.0 0.0 0.074
H -1.945 -3.894 3.566 0.0 0.0 0.0 0.088
H 1.499 -3.069 2.295 -0.1 0.0 -0.1 0.076
H 4.511 -1.042 -1.252 0.0 0.0 0.0 0.107
H 4.521 -3.348 -0.467 0.0 0.1 0.0 0.126
H 3.170 -4.086 2.154 0.1 0.0 0.0 0.021
H 4.757 -3.328 1.985 0.0 0.0 0.0 0.079
H 4.481 -4.957 1.347 0.0 0.0 0.0 0.075
H 1.623 -4.196 -0.145 -0.1 -0.1 0.0 0.056
H 2.927 -5.328 -0.571 0.0 0.0 0.0 0.075
H 2.531 -3.973 -1.639 -0.1 0.0 0.0 0.079
H 3.049 1.316 -2.106 0.0 -0.1 0.0 0.135
H 1.835 2.806 0.256 -0.1 0.0 0.0 0.069
H 0.856 1.860 -0.911 0.6 0.7 -0.2 -0.006
H 1.810 3.281 -1.458 0.0 0.0 0.0 0.078
H 4.286 2.398 0.467 0.0 0.0 0.0 0.076
H 4.474 3.104 -1.149 0.0 0.0 0.0 0.069
H 5.166 1.512 -0.789 0.0 0.0 0.0 0.063
H 0.207 0.533 5.705 0.0 -0.1 0.0 0.099
H 2.478 -0.944 5.595 0.0 0.0 0.0 0.131
H 0.449 -3.212 5.757 0.0 0.0 0.0 0.064
H 0.472 -1.764 6.762 0.0 0.0 0.0 0.066
H 1.781 -2.952 6.894 0.0 0.0 0.0 0.071
H 2.335 -3.557 4.050 0.1 0.0 0.0 0.057
H 3.594 -3.007 5.157 0.0 0.0 0.0 0.079
H 3.368 -2.195 3.594 0.0 -0.1 0.0 0.076
H -1.790 2.001 4.617 0.0 0.1 0.0 0.128
H -0.256 1.708 1.249 0.1 0.7 0.6 0.037
H -0.045 3.103 3.199 0.0 0.1 0.0 0.117
H -1.655 3.764 2.945 0.1 0.0 -0.1 0.082
H -2.729 0.852 1.944 0.0 0.0 0.0 0.054
H -3.699 1.940 2.971 0.0 0.0 0.0 0.067
H -3.280 0.305 3.525 0.0 0.0 0.0 0.079
N -0.851 2.556 1.377 -0.1 0.3 0.7 -0.020
C -1.461 2.817 0.215 0.2 -0.3 -0.1 -0.118
N -2.465 3.705 0.101 -0.1 -0.1 0.0 -0.144
C -3.147 4.558 1.068 0.1 0.1 0.1 -0.167
C -2.480 5.945 1.100 0.0 -0.1 -0.1 -0.173
C -1.844 6.220 -0.271 -0.1 0.0 0.0 -0.200
C -2.730 5.656 -1.385 0.1 0.0 0.1 -0.175
C -2.832 4.117 -1.250 -0.1 0.0 -0.1 -0.169
H -3.188 4.099 2.050 -0.1 0.0 -0.1 0.082
H -4.182 4.657 0.724 0.0 0.0 0.0 0.117
H -1.714 5.981 1.879 0.0 0.0 0.0 0.098
H -3.230 6.707 1.334 0.0 0.0 0.0 0.101
H -0.873 5.723 -0.319 0.0 0.1 0.0 0.113
H -1.679 7.290 -0.412 0.0 0.0 0.0 0.101
H -2.315 5.914 -2.360 -0.1 0.0 0.0 0.105
H -3.722 6.115 -1.317 0.0 0.0 0.0 0.101
H -2.159 3.610 -1.936 0.0 0.0 0.0 0.110
H -3.856 3.790 -1.470 0.0 0.0 0.0 0.113
N 0.889 -0.702 -2.536 -0.1 0.2 0.2 0.103
C 0.688 -0.401 -3.866 0.0 0.2 0.0 -0.344
C 1.081 -1.288 -4.880 0.0 0.0 0.0 -0.048
C 0.909 -0.961 -6.215 0.0 0.0 0.1 -0.083
C 0.341 0.251 -6.576 0.0 0.1 -0.3 -0.296
C -0.034 1.145 -5.587 0.0 -0.1 0.0 -0.072
C 0.138 0.832 -4.246 0.0 -0.1 0.1 -0.047
S 0.143 0.643 -8.316 0.0 0.0 -0.1 0.399
O -0.668 1.859 -8.351 0.1 -0.1 0.1 -0.401
O -0.522 -0.525 -8.896 0.1 0.1 0.1 -0.398
O 1.509 0.832 -8.809 -0.2 0.0 0.0 -0.398
H 1.096 -1.659 -2.305 -0.1 0.0 0.0 0.080
H 0.354 -0.188 -1.783 0.5 -0.6 -1.0 0.010
H 1.520 -2.240 -4.597 0.0 0.0 0.0 0.093
H 1.211 -1.641 -7.003 0.0 -0.1 0.1 0.107
H -0.467 2.089 -5.897 0.0 0.0 0.1 0.099
H -0.157 1.528 -3.467 0.0 0.0 0.0 0.095
```
Forces are in eV/Å.

Number 1: strongest force on any atom 4.474 eV/A. Number 2: strongest force on any atom 2.052 eV/A. Number 3: strongest force on any atom 5.211 eV/A. Number 4: strongest force on any atom 1.557 eV/A. Number 5: strongest force on any atom 0.547 eV/A. Number 6: strongest force on any atom 1.295 eV/A.